Density functional theory data (ωB97M-V/def2-TZVPD) for 9 unconnected molecules or ions with the total composition C22H40N6O4.

Each line ends with the Mulliken charge.
CARTESIAN COORDINATES (ANGSTROEM)
O (22.8958, -17.3231, -1.4726)  -0.581
O (20.6670, -17.1726, 1.3235)  -0.461
O (25.2482, -16.4515, 3.3146)  -0.271
O (27.1236, -13.5312, 1.7472)  -0.523
N (21.0888, -14.8829, -5.3743)  -0.429
N (30.0947, -15.6899, 0.2031)  -0.535
N (23.9192, -15.5543, -0.4784)  0.542
N (26.7054, -17.8596, -2.3871)  -0.449
N (25.7813, -13.5259, -7.4875)  -0.364
N (22.3130, -18.7426, 4.1041)  -0.565
C (24.5086, -15.0893, -1.7069)  -1.072
C (24.5414, -18.9163, -3.3764)  -0.535
C (25.9736, -17.4170, 3.4237)  0.680
C (24.3982, -13.1102, -5.3241)  -0.259
C (26.4653, -12.7582, 2.4099)  0.958
C (26.2401, -13.0263, 3.8843)  -0.926
C (28.9995, -16.0064, 0.3116)  0.190
C (25.8202, -11.5368, 1.8115)  -1.261
C (25.1699, -13.3402, -6.5370)  0.230
C (23.1173, -16.6303, -0.4830)  -0.197
C (18.9976, -18.8411, 1.2641)  -1.247
C (19.7769, -17.6966, 0.6989)  0.703
C (19.4331, -17.2466, -0.6984)  -0.960
C (20.9292, -17.3870, -4.6866)  -0.273
C (24.0159, -14.7023, 0.6991)  -0.696
C (25.6822, -18.6940, 2.6791)  -0.944
C (25.7328, -18.3091, -2.8047)  0.440
C (21.0201, -15.9845, -5.0772)  0.324
C (22.1840, -17.6098, 4.0253)  0.533
C (27.1073, -17.4517, 4.4058)  -1.357
C (27.6226, -16.4368, 0.4942)  0.662
C (22.0534, -16.1625, 3.9706)  -0.387
H (23.9388, -19.3710, -2.5947)  0.199
H (26.9536, -18.2862, 5.0957)  0.446
H (26.9248, -15.6894, 0.1241)  -0.431
H (24.8674, -19.6689, -4.0966)  0.397
H (25.0169, -13.3124, -4.4513)  0.095
H (21.6939, -17.5674, -3.9266)  -0.217
H (23.0710, -14.6703, 1.2383)  0.315
H (22.6186, -16.8447, 0.4692)  0.393
H (25.6029, -15.0793, -1.6708)  0.346
H (19.6510, -16.1877, -0.8128)  0.325
H (18.9691, -19.6807, 0.5633)  0.351
H (24.7999, -19.1290, 3.1593)  0.405
H (26.2259, -11.3714, 0.8153)  0.332
H (26.4161, -14.0795, 4.0815)  0.020
H (25.2496, -12.7122, 4.2116)  0.314
H (20.0810, -17.8048, -1.3820)  0.118
H (19.9574, -17.6157, -4.2619)  0.277
H (21.3496, -15.8266, 4.7310)  0.414
H (25.9869, -10.6500, 2.4245)  0.413
H (26.5325, -19.3709, 2.6977)  0.356
H (27.1176, -16.5401, 5.0065)  0.309
H (24.2958, -13.7002, 0.3787)  0.337
H (23.9128, -18.1992, -3.8948)  0.018
H (24.0441, -12.0832, -5.2847)  0.310
H (19.4069, -19.1831, 2.2101)  0.320
H (17.9553, -18.5323, 1.3929)  0.344
H (27.3941, -17.3947, 0.0394)  0.381
H (24.2781, -15.7833, -2.5118)  0.131
H (24.7401, -11.6911, 1.7607)  0.271
H (24.1461, -14.0943, -1.9699)  0.426
H (26.9823, -12.4508, 4.4481)  0.404
H (21.1655, -18.0174, -5.5418)  0.342
H (27.4459, -16.4898, 1.5691)  -0.324
H (28.0909, -17.5517, 3.9458)  0.351
H (21.6890, -15.8682, 2.9902)  0.042
H (18.4008, -17.4668, -0.9657)  0.432
H (23.0204, -15.6951, 4.1496)  0.060
H (24.8000, -15.0431, 1.3769)  -0.089
H (23.5383, -13.7803, -5.3083)  0.008
H (25.3867, -18.4941, 1.6485)  0.092

Results
- Net charge: 0
- M: 452.6 g/mol
- E_HOMO: -9.6 eV
- Structure (SMILES): CN(C)C=O.CC(C)=O.CC(C)=O.CC(C)=O.CC#N.CC#N.CC#N.CC#N.CC#N
- E: -1491.73436 Eh